# C38H23F8MnN4P2SSe2

C38H23F8MnN4P2SSe2 as an isolated structure (ωB97M-V/def2-TZVPD, OMol25).

The geometry in XYZ format:
```
79
Properties=species:S:1:pos:R:3
Mn -2.27976 1.72402 0.11081
F -1.73665 6.69590 1.68460
C -2.00996 5.98727 2.78615
F -0.84654 5.50385 3.24820
F -2.50543 6.81729 3.70101
C -2.96622 4.86237 2.48002
C -4.23320 4.80027 3.02467
C -5.09035 3.74758 2.70358
C -4.64776 2.77099 1.84392
N -3.41362 2.83712 1.32400
C -2.58246 3.84373 1.61164
S -1.08659 3.63349 0.73228
H -4.55656 5.57993 3.70079
H -6.08395 3.69226 3.12130
H -5.25053 1.92190 1.55156
Se 0.71874 -3.38218 -3.37618
P 1.71120 -1.94577 -2.22279
C 3.06048 -1.07644 -3.05462
C 3.91295 -1.88594 -3.80611
C 5.02614 -1.33900 -4.41948
C 5.29233 0.01838 -4.29128
C 4.44508 0.82443 -3.54769
C 3.32940 0.28093 -2.92599
C 2.50136 -2.58758 -0.71705
C 2.17053 -3.85421 -0.24966
C 2.88000 -4.41326 0.80551
C 3.93363 -3.71704 1.37577
C 4.26689 -2.44844 0.91319
C 3.55125 -1.88136 -0.12546
C 0.56224 -0.63318 -1.69777
C -0.20224 -0.35677 -0.57963
N -1.00189 0.69668 -0.93425
N -0.72740 1.03613 -2.19827
N 0.18144 0.25281 -2.66317
P -0.40166 -1.00916 1.06742
Se -1.96388 0.21956 2.01005
C -0.97109 -2.69971 1.05975
C -1.17463 -3.36485 -0.14248
C -1.64975 -4.66892 -0.13114
C -1.93422 -5.29356 1.07125
C -1.75759 -4.61588 2.27449
C -1.28461 -3.31771 2.27446
C 1.10453 -0.77049 2.00058
C 1.58310 -1.72256 2.89174
C 2.66969 -1.41380 3.69841
C 3.28020 -0.17450 3.60275
C 2.81546 0.76881 2.69189
C 1.72263 0.47823 1.89870
H 3.69338 -2.94067 -3.92256
H 5.68140 -1.97002 -5.00417
H 6.15772 0.44735 -4.77820
H 4.64469 1.88346 -3.45505
H 2.67072 0.92434 -2.36001
H 1.38476 -4.41154 -0.74543
H 2.62913 -5.40558 1.15637
H 4.50776 -4.16651 2.17584
H 5.09492 -1.90886 1.35319
H 3.83719 -0.90747 -0.50485
H -0.95426 -2.89975 -1.09283
H -1.78795 -5.18611 -1.07103
H -2.30562 -6.30954 1.07773
H -1.99776 -5.09911 3.21158
H -1.17789 -2.78717 3.21306
H 1.13544 -2.70486 2.94886
H 3.04446 -2.15306 4.39331
H 4.12702 0.05927 4.23407
H 3.30081 1.73167 2.61002
H 1.34615 1.22188 1.20356
F -1.68651 4.54686 -2.20973
C -2.72393 3.72948 -2.36781
C -2.97960 2.69199 -1.49691
C -4.05223 1.88154 -1.76692
F -4.21389 0.84657 -0.86376
C -4.90075 2.02501 -2.83998
F -5.92122 1.20637 -3.05783
C -4.63213 3.08500 -3.69789
F -5.40886 3.29095 -4.75011
C -3.55321 3.92942 -3.46379
F -3.32048 4.92747 -4.30624
```

Results
* highest occupied orbital energy (spin up / spin down): -10.3 / -10.3 eV
* net charge: +1
* spin multiplicity: 4

---

# C38H25Br2Cl5CsN6O3

C38H25Br2Cl5CsN6O3 as an isolated structure (ωB97M-V/def2-TZVPD, OMol25).

The geometry in XYZ format:
```
80
Properties=species:S:1:pos:R:3
Cs 0.23783 -0.02494 -0.28182
O 6.73892 3.60052 2.60090
C 6.76157 2.54870 1.65084
C 5.36087 2.15446 1.27671
C 5.14760 1.03014 0.48984
C 3.84825 0.69296 0.14902
N 2.78720 1.38701 0.54227
C 2.99008 2.46008 1.30040
C 4.25698 2.88443 1.68564
C 1.76842 3.21363 1.70164
C 1.78830 4.59438 1.85655
C 0.61476 5.26273 2.17229
C 0.60274 6.76314 2.31383
O 1.67390 7.25780 3.10521
C -0.53992 4.51434 2.33680
C -0.46668 3.13835 2.17014
N 0.65174 2.49948 1.85751
H 7.64021 3.88477 2.75989
H 7.27857 1.67008 2.05417
H 7.29157 2.85949 0.74242
H 5.97567 0.41980 0.15091
H 3.64525 -0.18157 -0.46076
H 4.38918 3.75037 2.31757
H 2.70118 5.15400 1.70166
H -0.36428 7.08502 2.71604
H 0.72456 7.22817 1.33415
H 1.68782 6.76322 3.92959
H -1.48031 4.99208 2.58184
H -1.35198 2.52198 2.29157
C -4.27231 4.02698 -1.99271
C -5.19774 2.98661 -1.94210
C -4.86100 1.78967 -1.34386
C -3.59271 1.63298 -0.78123
C -2.67586 2.67467 -0.81442
C -3.01586 3.86995 -1.43402
N -3.14753 0.42143 -0.15439
N -3.92217 -0.53342 -0.29895
C -3.45636 -1.74302 0.33051
C -4.35693 -2.40053 1.15801
C -3.93352 -3.56747 1.77005
C -2.65536 -4.03750 1.50668
C -1.84619 -3.31657 0.63933
N -2.24173 -2.19034 0.05484
H -4.53298 4.95764 -2.48097
H -6.17936 3.10866 -2.38186
H -5.54960 0.95766 -1.30168
H -1.68145 2.55192 -0.41134
H -2.28011 4.66022 -1.50227
H -5.34469 -1.98595 1.30485
H -4.59505 -4.10181 2.43958
H -2.28379 -4.94121 1.96946
H -0.84075 -3.64861 0.40353
Cl 0.49836 -1.71013 2.75324
C 1.41364 -2.98366 1.94862
C 1.81517 -2.73672 0.64451
C 2.52855 -3.76737 0.06164
Cl 3.09398 -3.53679 -1.59908
C 2.82038 -4.97350 0.69025
Cl 3.72381 -6.22771 -0.11120
C 2.37205 -5.18321 1.99214
Cl 2.69444 -6.67322 2.80583
C 1.65650 -4.17135 2.62615
Cl 1.06958 -4.42015 4.24856
Br 0.35395 4.81245 -3.17692
C 0.14558 3.14506 -4.06969
C 0.10753 3.12898 -5.45776
C -0.01647 1.94130 -6.13198
Br -0.05615 1.98296 -8.04707
C -0.10113 0.71292 -5.44209
C -0.19058 -0.55852 -6.05364
C -0.24095 -1.68335 -5.28259
C -0.21450 -1.54805 -3.88213
N -0.14504 -0.38751 -3.28012
C -0.07801 0.74057 -4.02397
C 0.04952 1.98851 -3.26226
O 0.08533 1.99722 -2.01211
H 0.18098 4.05275 -6.01528
H -0.20880 -0.62097 -7.13378
H -0.29809 -2.66726 -5.72914
H -0.24636 -2.41563 -3.22953
```

Results
* highest occupied orbital energy: -4.4 eV
* net charge: -1

---

# C38H25ClMoN4O2S5

C38H25ClMoN4O2S5 as an isolated structure (ωB97M-V/def2-TZVPD, OMol25).

The geometry in XYZ format:
```
76
Properties=species:S:1:pos:R:3
Mo 0.18542 -0.12968 0.10694
Cl 6.52760 -0.25475 -3.71575
C 5.07078 -0.51663 -2.80129
C 4.62537 -1.84581 -2.58434
C 3.47693 -2.10809 -1.90538
C 2.67200 -1.05191 -1.39170
O 1.56833 -1.35290 -0.82267
C 3.16338 0.27648 -1.56649
C 2.52429 1.38222 -0.98764
O 1.46061 1.35418 -0.31333
C 4.36579 0.51893 -2.29613
H 5.22102 -2.66291 -2.97350
H 3.12884 -3.12174 -1.75832
H 2.98313 2.36503 -1.10755
H 4.70198 1.53889 -2.44883
S -1.56609 -3.67696 2.47982
C -2.66814 -3.47544 1.16157
C -3.83556 -4.19512 0.91932
C -4.55267 -3.88706 -0.21815
C -4.10038 -2.88677 -1.09161
C -2.94238 -2.17685 -0.84332
C -2.21486 -2.47539 0.30722
N -1.01528 -1.87384 0.74329
C -0.58131 -2.43752 1.83751
C 0.72972 -2.05924 2.37861
C 1.33745 -2.74825 3.42411
C 2.64970 -2.45907 3.75200
C 3.34499 -1.50994 3.00537
C 2.71786 -0.81408 1.98059
C 1.37724 -1.04500 1.66618
H -4.16462 -4.96911 1.60185
H -5.46033 -4.43293 -0.44391
H -4.66885 -2.65870 -1.98482
H -2.61011 -1.40901 -1.53114
H 0.79865 -3.52137 3.96343
H 3.13905 -2.98438 4.56176
H 4.38704 -1.31137 3.22910
H 3.29367 -0.08196 1.42389
C 1.62766 1.85441 2.89351
C 0.26997 1.26480 3.12988
C -0.18486 1.18184 4.46975
C -1.44792 0.77505 4.74102
C -2.34782 0.56005 3.67308
C -3.72494 0.28744 3.85831
C -4.54592 0.21198 2.77191
C -4.03773 0.41818 1.46654
C -2.70133 0.64392 1.25537
S -1.99707 0.92389 -0.32642
C -1.83749 0.67712 2.37465
N -0.49475 0.90494 2.11534
H 1.62879 2.85618 3.33143
H 1.84844 1.94189 1.83647
H 2.40792 1.27751 3.38660
H 0.50866 1.43598 5.26180
H -1.79221 0.66948 5.76418
H -4.11076 0.17005 4.86476
H -5.60145 0.00736 2.90578
H -4.70631 0.40335 0.61316
S 1.89959 4.50778 -4.85938
C 1.23889 3.01526 -4.55290
S 0.57861 2.58100 -3.01696
C 0.28669 0.94059 -3.53975
N 0.63337 0.74028 -4.76888
N 1.13525 1.91665 -5.33120
C 1.57806 1.80747 -6.69041
C 1.30147 2.81193 -7.60272
C 1.72402 2.66655 -8.91689
C 2.40859 1.52762 -9.31681
C 2.67003 0.52427 -8.39269
C 2.25456 0.65975 -7.07652
S -0.40833 -0.30572 -2.54266
H 0.76531 3.69550 -7.28856
H 1.51141 3.45187 -9.63131
H 2.73152 1.41935 -10.34469
H 3.20502 -0.36751 -8.69422
H 2.43532 -0.11912 -6.34825
```

Results
* highest occupied orbital energy (spin up / spin down): -7.1 / -7.3 eV
* net charge: 0
* spin multiplicity: 3

---

# C38H27F5N10O2SV

C38H27F5N10O2SV as an isolated structure (ωB97M-V/def2-TZVPD, OMol25).

The geometry in XYZ format:
```
84
Properties=species:S:1:pos:R:3
V 0.22648 0.08353 -1.83106
C 1.19919 3.45807 -4.19117
C 0.69366 2.21032 -4.02341
N 0.19998 1.81681 -2.81445
C 0.12551 2.77703 -1.83232
C 0.74509 4.01442 -2.03574
N 1.29049 4.36277 -3.17613
C -0.75505 2.44418 -0.71464
C -1.25122 3.39753 0.17574
C -2.26595 3.08096 1.03927
C -2.81693 1.79078 0.92969
C -2.27810 0.86931 0.07298
N -1.22137 1.16116 -0.71197
C -2.86317 -0.49804 -0.05071
C -3.65625 -1.04398 0.95232
N -4.14577 -2.27598 0.87844
C -3.84934 -2.95578 -0.22537
C -3.07532 -2.40696 -1.23675
N -2.57313 -1.18048 -1.15004
C -2.80968 4.07574 2.01987
C -3.73576 3.70453 2.98465
C -4.22757 4.65569 3.86547
N -3.85566 5.93548 3.85758
C -2.95559 6.28533 2.93730
C -2.41501 5.40614 2.01302
H 1.57490 3.76699 -5.15709
H 0.68265 1.47775 -4.81779
H 0.79636 4.73908 -1.22967
H -0.82604 4.39026 0.15487
H -3.70603 1.52742 1.47855
H -3.87634 -0.49747 1.86021
H -4.23780 -3.96396 -0.30694
H -2.87425 -2.96195 -2.14213
H -4.07984 2.68400 3.07980
H -4.95750 4.37164 4.61464
H -2.65152 7.32559 2.93388
H -1.70056 5.78751 1.29673
F 3.09283 1.38301 -0.89853
C 3.27984 0.67239 -2.03961
C 2.21791 0.02628 -2.63852
C 2.54100 -0.55938 -3.84261
F 1.56196 -1.13240 -4.61041
C 3.80680 -0.57107 -4.40065
F 4.05217 -1.17281 -5.57267
C 4.83325 0.07160 -3.73849
F 6.06703 0.09398 -4.25444
C 4.56297 0.71515 -2.54788
F 5.54183 1.37725 -1.91627
O 0.37458 -1.64335 -1.66128
N 0.62081 -2.93807 -1.78830
C 0.10308 -3.42155 -2.83449
C 0.35435 -4.83546 -3.07167
N 0.54381 -5.95037 -3.25172
C -0.77809 -2.68471 -3.72811
N -1.50552 -2.08101 -4.37486
C 2.92248 -1.88886 0.65861
C 2.65934 -0.96114 1.81609
O 1.84854 0.12835 1.38116
C 1.69190 1.13428 2.37077
C 1.95748 2.49938 1.77458
H 3.47333 -2.76486 1.00819
H 3.51304 -1.39117 -0.11372
H 1.98691 -2.22553 0.21234
H 3.60067 -0.56666 2.21169
H 2.15828 -1.49540 2.63211
H 2.38351 0.95541 3.19840
H 0.67725 1.08212 2.78820
H 3.01182 2.61074 1.51932
H 1.67565 3.28424 2.48131
H 1.38433 2.63139 0.85530
S -0.80447 -2.17030 3.68416
C -0.65894 -1.58511 2.05712
N -0.43163 -2.45618 1.13833
C -0.33233 -3.72692 1.71857
C -0.03814 -4.89863 1.01795
C 0.06224 -6.08260 1.71485
C -0.11712 -6.11801 3.10776
C -0.40727 -4.96925 3.81406
C -0.51405 -3.77238 3.09960
H -0.71998 -0.51615 1.86956
H 0.13569 -4.85380 -0.04935
H 0.28845 -6.99750 1.18201
H -0.01448 -7.05725 3.63573
H -0.53666 -4.99310 4.88814
```

Results
* highest occupied orbital energy (spin up / spin down): -7.0 / -8.9 eV
* net charge: 0
* spin multiplicity: 4

---

# C38H28F6NO5P2PdS3

C38H28F6NO5P2PdS3 as an isolated structure (ωB97M-V/def2-TZVPD, OMol25).

The geometry in XYZ format:
```
84
Properties=species:S:1:pos:R:3
Pd 1.22779 0.00819 -0.40479
O 1.26359 2.99413 2.45432
S 0.63520 2.05471 1.50878
C -0.63185 3.08080 0.69096
C -1.02726 4.25815 1.30743
C -2.00722 5.04850 0.73668
C -2.58692 4.66531 -0.46390
C -2.12738 3.53782 -1.11703
C -1.12580 2.74411 -0.56185
P -0.36486 1.39743 -1.56170
C 0.11044 2.35083 -3.03611
C 0.33729 1.65242 -4.22276
C 0.84185 2.30822 -5.32946
C 1.15745 3.65685 -5.25931
C 0.97976 4.34348 -4.06986
C 0.46585 3.69573 -2.96040
C -1.91439 0.55568 -2.01600
C -2.66795 0.77454 -3.16025
C -3.84109 0.06486 -3.35744
C -4.27117 -0.85211 -2.41413
C -3.51152 -1.08671 -1.27795
C -2.33777 -0.38743 -1.08570
C -0.52947 1.16764 2.62661
C -1.33487 1.90556 3.47920
C -2.03514 1.28795 4.49890
C -1.90047 -0.07657 4.69739
C -1.09871 -0.81188 3.84841
C -0.41778 -0.20810 2.79254
P 0.59664 -1.23729 1.64796
C -0.44973 -2.72501 1.53630
C -1.83906 -2.67412 1.59123
C -2.59175 -3.81820 1.39394
C -1.96931 -5.02031 1.11084
C -0.58765 -5.07429 1.01834
C 0.16591 -3.93596 1.22773
C 1.85449 -1.72170 2.89165
C 2.93722 -0.85360 2.99210
C 3.96762 -1.10995 3.87531
C 3.92205 -2.23684 4.68040
C 2.83770 -3.09467 4.60214
C 1.80852 -2.84511 3.70923
H -0.52079 4.55668 2.21361
H -2.31275 5.96532 1.21923
H -3.36790 5.26595 -0.90918
H -2.52821 3.26667 -2.08241
H 0.13719 0.59084 -4.25051
H 1.01100 1.76312 -6.24787
H 1.56627 4.16595 -6.12105
H 1.26175 5.38574 -4.00373
H 0.34336 4.23069 -2.02840
H -2.33213 1.47640 -3.91018
H -4.42355 0.22590 -4.25432
H -5.18959 -1.40111 -2.56940
H -3.82672 -1.82446 -0.55261
H -1.69558 -0.58396 -0.23201
H -1.41030 2.97272 3.34999
H -2.66685 1.87387 5.15026
H -2.41546 -0.56459 5.51275
H -0.98114 -1.87336 4.00286
H -2.33815 -1.73620 1.79321
H -3.67141 -3.77392 1.45650
H -2.56108 -5.90928 0.95353
H -0.09949 -6.00662 0.77535
H 1.23917 -3.95659 1.12103
H 2.96064 0.01952 2.35754
H 4.81320 -0.43908 3.92795
H 4.73073 -2.44820 5.36649
H 2.79742 -3.97037 5.23697
H 0.97990 -3.53654 3.64446
F 3.36155 1.23378 0.43981
C 3.64802 1.02732 -0.86198
F 4.88477 1.50092 -1.05906
F 2.82048 1.82274 -1.56331
S 3.53904 -0.82088 -1.35416
O 3.33043 -1.53167 -0.13246
O 4.80971 -1.01159 -1.98227
N 2.39734 -0.80843 -2.42467
S 1.14155 -1.72348 -2.21064
O -0.01605 -1.23327 -2.89737
O 0.96453 -2.52906 -1.04594
C 1.77303 -3.08161 -3.39014
F 2.01925 -2.65921 -4.64199
F 0.95419 -4.14631 -3.51315
F 2.93236 -3.55745 -2.90250
```

Results
* highest occupied orbital energy: -4.2 eV
* net charge: -1

---

# C38H28MoNOP2S

C38H28MoNOP2S as an isolated structure (ωB97M-V/def2-TZVPD, OMol25).

The geometry in XYZ format:
```
72
Properties=species:S:1:pos:R:3
Mo -0.23115 1.30621 0.74299
O -0.22393 2.53723 2.58176
C 0.40738 1.49135 2.63714
C 1.14444 0.74397 3.63087
C 1.32325 1.08255 4.97382
C 1.93348 0.15245 5.82332
C 2.36491 -1.07782 5.33605
C 2.15096 -1.42950 3.99250
C 1.53547 -0.51779 3.15046
P 1.17319 -0.67274 1.35312
C 2.76414 -0.41106 0.52031
C 3.94441 -0.11151 1.19214
C 5.07184 0.32409 0.49269
C 5.03698 0.42739 -0.89579
C 3.87253 0.10711 -1.56270
C 2.74865 -0.31040 -0.86863
C 0.78336 -2.45932 1.16973
C -0.52358 -2.88482 1.37141
C -0.82695 -4.23708 1.33740
C 0.17578 -5.16409 1.04531
C 1.46198 -4.73277 0.78981
C 1.76168 -3.37612 0.85768
H 0.95026 2.01530 5.38133
H 2.07396 0.38571 6.86096
H 2.86552 -1.79376 5.99115
H 2.47989 -2.38576 3.64586
H 4.00702 -0.15585 2.27482
H 5.96952 0.52985 1.05823
H 5.91330 0.76884 -1.42492
H 3.88445 0.15103 -2.64331
H 1.84114 -0.52902 -1.40878
H -1.31855 -2.16093 1.57538
H -1.84112 -4.58956 1.52870
H -0.05468 -6.21109 1.00302
H 2.24088 -5.44077 0.54944
H 2.77518 -3.03606 0.65470
C -4.24534 -2.67038 -3.01588
C -3.14059 -3.09620 -2.29652
C -2.22142 -2.16042 -1.80691
C -2.43727 -0.80575 -2.04519
C -3.55212 -0.39777 -2.78364
C -4.43057 -1.32692 -3.28053
P -1.37017 0.48201 -1.37533
C -2.47553 1.62564 -0.50154
C -2.94688 1.17611 0.74117
C -3.54987 2.07661 1.61972
C -3.71428 3.40683 1.24890
C -3.29856 3.82665 -0.02065
C -2.68957 2.94895 -0.89500
C -0.63761 1.44733 -2.70010
C -0.84493 1.34107 -4.08639
C -0.19746 2.22482 -4.94297
C 0.63162 3.22723 -4.43029
C 0.86488 3.31673 -3.06619
C 0.27426 2.40238 -2.21236
H -4.98667 -3.37795 -3.33928
H -2.98094 -4.14869 -2.15440
H -1.32826 -2.49651 -1.30571
H -3.72375 0.67698 -2.97537
H -5.27112 -0.99332 -3.86572
H -2.86980 0.13005 1.04235
H -3.91687 1.73194 2.57505
H -4.21949 4.08843 1.92761
H -3.42809 4.86473 -0.28255
H -2.33452 3.28616 -1.85558
H -1.51611 0.59900 -4.50392
H -0.36823 2.14571 -6.02063
H 1.12756 3.90372 -5.11255
H 1.56320 4.06542 -2.69491
S 2.76433 3.21159 0.49266
C 1.36780 2.52450 0.04753
N 0.46678 2.40805 -0.84284
```

Results
* highest occupied orbital energy (spin up / spin down): -9.6 / -9.9 eV
* net charge: +1
* spin multiplicity: 3